(1)
{"formula": "C4H8O2", "method": "ωB97M-V/def2-TZVPD", "elements": ["C", "C", "O", "C", "C", "O", "H", "H", "H", "H", "H", "H", "H", "H"], "xyz": [[0.951971, -0.654144, 1.685209], [0.001449, -0.681952, 0.512383], [-0.598073, -1.683720, 0.183559], [-0.277163, 0.626138, -0.251566], [-0.097978, 0.452574, -1.752383], [-1.605438, 1.012980, 0.076959], [1.986201, -0.726785, 1.323681], [0.751472, -1.503586, 2.345031], [0.857870, 0.290038, 2.227482], [0.383630, 1.408783, 0.128902], [0.951139, 0.262366, -2.020443], [-0.443274, 1.358723, -2.255594], [-0.705757, -0.390389, -2.096134], [-2.156048, 0.228973, -0.107086]], "forces_ev_per_angstrom": [[-0.05, -0.10, -0.01], [-0.11, -0.22, -0.09], [0.16, 0.29, 0.15], [0.29, -0.11, 0.02], [0.01, -0.06, -0.01], [-0.16, -0.44, -0.09], [-0.17, 0.05, -0.01], [0.06, 0.18, -0.15], [0.01, -0.11, -0.02], [-0.14, 0.05, -0.04], [-0.26, 0.05, 0.08], [0.11, -0.07, 0.03], [0.11, 0.07, 0.03], [0.14, 0.42, 0.09]], "orbital_gap_ev": 10.63, "max_force_ev_per_a": 0.48, "smiles": "CC(=O)[C@@H](C)O", "charge": 0}



(2)
{"formula": "C9H7BFNO", "method": "ωB97M-V/def2-TZVPD", "elements": ["B", "C", "C", "C", "C", "C", "C", "C", "C", "C", "N", "O", "F", "H", "H", "H", "H", "H", "H", "H"], "xyz": [[0.252755, 0.167803, 1.654390], [-1.531678, 1.068310, -1.654505], [-2.761254, 1.456657, -1.180718], [-1.931672, 1.245749, 1.074405], [-0.697057, 0.773528, 0.612164], [-0.478345, 0.729450, -0.784459], [-2.930946, 1.578346, 0.192327], [1.480154, -1.433709, 0.874483], [1.934845, -1.345351, -0.367086], [1.716927, -0.211405, -1.242818], [0.727321, 0.565571, -1.390546], [0.244881, 0.374962, 2.947445], [-4.115207, 2.032400, 0.670212], [-1.354706, 1.005923, -2.716099], [-3.575592, 1.699007, -1.845239], [-2.104435, 1.325881, 2.137490], [1.691992, -2.261451, 1.532966], [2.599508, -2.108265, -0.777990], [2.535105, -0.012689, -1.937254], [0.771427, -0.160262, 3.538510]], "forces_ev_per_angstrom": [[2.22, -3.26, -2.70], [0.05, -0.17, 0.19], [-0.08, 0.05, 0.34], [-0.21, 0.08, 0.07], [-0.01, -0.01, -0.37], [-0.84, 0.09, 0.77], [-0.02, 0.01, 0.07], [-2.42, 3.23, 1.67], [0.21, -0.46, 0.23], [-0.09, 0.17, -0.36], [1.07, 0.16, -0.76], [-0.37, 0.59, 1.17], [0.16, -0.10, -0.09], [0.09, 0.07, -0.11], [-0.07, 0.04, -0.07], [-0.11, 0.02, 0.09], [0.15, -0.26, -0.02], [-0.07, 0.01, 0.04], [0.08, -0.05, -0.02], [0.24, -0.21, -0.12]], "orbital_gap_ev": 8.46, "max_force_ev_per_a": 4.78, "charge": 0}



(3)
{"formula": "C9H14Cl2F3MgN2NaO6S", "method": "ωB97M-V/def2-TZVPD", "elements": ["O", "S", "O", "C", "C", "C", "F", "F", "F", "C", "C", "O", "H", "H", "H", "H", "H", "H", "H", "C", "C", "C", "C", "N", "H", "H", "H", "H", "H", "H", "H", "Na", "N", "O", "O", "O", "Mg", "Cl", "Cl"], "xyz": [[-2.362951, 3.362970, -1.544636], [-3.066834, 2.274469, -0.844602], [-4.019979, 1.637541, -1.774733], [-1.813122, 0.982117, -0.423551], [-2.574710, -0.027577, 0.552024], [-1.685462, -1.250630, 0.922799], [-0.340355, -1.010734, 0.700293], [-1.815747, -1.674897, 2.206851], [-1.990863, -2.323451, 0.125020], [-3.047098, 0.830114, 1.781391], [-4.212545, 1.846465, 1.411300], [-3.783743, 2.886487, 0.499275], [-0.980674, 1.407197, 0.195523], [-1.444040, 0.449585, -1.325507], [-3.500371, -0.347917, 0.002280], [-2.221765, 1.484560, 2.179363], [-3.456145, 0.212375, 2.620836], [-5.131400, 1.304021, 1.085004], [-4.454631, 2.360495, 2.378781], [4.301180, -2.152437, 0.588118], [2.903434, -2.747508, 0.445809], [2.157686, -2.236283, -0.784632], [1.888146, -0.802178, -0.710780], [1.656156, 0.319223, -0.642971], [4.267581, -1.072188, 0.723397], [4.806043, -2.582123, 1.463986], [4.907415, -2.364930, -0.297451], [2.330806, -2.533745, 1.349748], [2.988955, -3.840811, 0.374651], [1.206104, -2.771817, -0.867815], [2.726386, -2.459430, -1.693076], [5.377659, -3.993759, -0.092356], [1.623729, 3.411156, -1.698513], [0.545496, 3.031024, -1.316555], [2.202720, 2.838528, -2.658959], [2.217091, 4.401308, -1.108145], [2.511443, 1.841637, -4.275788], [3.407903, 3.824670, 0.218153], [-1.905956, -4.628246, 0.253869]], "forces_ev_per_angstrom": [[-0.85, -1.18, 2.44], [0.53, 1.24, -5.22], [0.71, 0.23, 2.81], [-0.63, -0.78, 2.43], [-0.28, 1.26, 0.05], [-0.57, -1.73, -1.22], [-1.02, 0.14, 0.63], [0.15, 0.80, -0.84], [0.26, 4.10, 0.88], [-0.56, 0.66, -0.03], [0.33, -1.08, 1.72], [0.97, -1.52, -1.07], [-0.66, 0.01, -1.02], [-0.50, 0.92, 0.30], [0.98, -0.32, 0.60], [-0.53, -0.86, -0.29], [0.49, 0.35, -0.79], [0.73, 0.55, -0.25], [0.12, -0.19, -1.09], [-0.31, 0.53, 0.42], [0.18, -0.05, 0.03], [-0.23, -0.36, 0.02], [0.06, 0.00, -0.18], [0.33, 0.03, -0.05], [0.12, -0.06, -0.09], [-0.01, 0.28, 0.14], [-0.42, 1.74, -0.26], [-0.02, -0.13, -0.08], [-0.39, -0.04, 0.03], [-0.08, 0.09, 0.03], [-0.05, 0.16, -0.04], [0.64, -2.19, -0.10], [-2.46, -1.93, -0.44], [0.78, 0.53, 0.26], [0.61, 1.20, 0.03], [0.96, 0.74, 0.32], [0.13, -0.48, -0.18], [-0.01, -0.09, 0.05], [0.49, -2.59, 0.04]], "orbital_gap_ev": 2.23, "max_force_ev_per_a": 5.40, "charge": 0}



(4)
{"formula": "C22H60O10", "method": "ωB97M-V/def2-TZVPD", "elements": ["C", "C", "C", "O", "H", "H", "H", "H", "H", "H", "H", "H", "C", "C", "C", "O", "H", "H", "H", "H", "H", "H", "H", "H", "C", "C", "C", "O", "H", "H", "H", "H", "H", "H", "H", "H", "C", "C", "C", "O", "H", "H", "H", "H", "H", "H", "H", "H", "C", "C", "C", "O", "H", "H", "H", "H", "H", "H", "H", "H", "C", "C", "C", "O", "H", "H", "H", "H", "H", "H", "H", "H", "O", "C", "C", "O", "H", "H", "H", "H", "H", "H", "O", "C", "C", "O", "H", "H", "H", "H", "H", "H"], "xyz": [[9.160009, -8.944340, -18.061245], [8.536487, -10.272434, -18.569162], [9.601233, -11.308737, -18.793421], [7.609865, -10.835082, -17.629453], [10.123314, -8.832983, -18.554922], [9.341715, -8.998462, -16.987374], [8.511249, -8.107489, -18.312101], [8.015937, -10.070027, -19.510885], [9.188157, -12.201011, -19.265042], [10.067633, -11.536036, -17.831240], [10.424859, -10.955880, -19.415474], [7.195390, -10.162284, -17.081831], [4.975905, -14.697315, -19.606711], [5.863647, -13.460097, -19.670592], [5.115694, -12.156208, -19.409053], [6.880571, -13.559701, -18.649949], [5.520709, -15.641460, -19.646515], [4.331591, -14.654291, -20.486489], [4.376591, -14.740447, -18.696242], [6.349957, -13.503777, -20.647535], [4.688321, -12.133957, -18.401003], [4.188795, -12.045702, -19.984230], [5.693318, -11.242169, -19.518449], [7.151876, -12.676137, -18.355020], [8.648263, -11.162850, -13.808394], [9.669075, -11.671954, -14.804631], [11.103434, -11.533280, -14.292409], [9.453180, -13.036169, -15.169794], [8.677044, -10.072005, -13.767408], [8.664945, -11.581308, -12.796632], [7.608385, -11.446487, -14.023733], [9.575577, -11.123613, -15.744550], [11.667349, -12.460368, -14.325273], [11.153086, -11.099999, -13.290395], [11.617872, -10.756335, -14.866355], [8.765285, -13.077728, -15.842023], [14.374649, -14.678203, -17.531979], [14.989584, -15.650291, -18.548344], [14.916349, -15.182903, -19.998788], [16.363959, -15.823907, -18.217299], [14.432500, -13.669266, -17.952637], [14.886230, -14.730712, -16.579434], [13.299893, -14.876369, -17.489115], [14.462296, -16.614395, -18.557509], [13.907498, -14.992979, -20.350289], [15.511658, -15.860995, -20.606909], [15.456421, -14.226624, -19.996452], [16.502273, -16.017958, -17.291339], [9.030917, -16.801336, -22.444364], [10.301270, -17.319986, -21.711030], [10.981529, -16.064190, -21.117141], [9.894024, -18.187294, -20.668967], [8.492376, -17.703188, -22.750964], [9.219309, -16.135406, -23.282672], [8.375825, -16.311393, -21.721720], [10.971707, -17.912799, -22.325857], [10.351953, -15.552224, -20.393016], [11.161227, -15.367720, -21.941376], [11.957509, -16.336707, -20.710004], [9.361544, -17.694191, -20.028282], [6.471737, -18.869889, -19.305591], [7.214207, -19.140306, -18.000508], [6.619284, -20.341965, -17.249293], [8.585715, -19.393144, -18.248257], [6.861524, -19.469083, -20.133290], [6.594505, -17.820965, -19.586951], [5.396243, -19.056522, -19.281299], [7.086110, -18.196901, -17.468691], [6.718327, -21.248749, -17.844006], [5.573701, -20.179119, -16.973981], [7.085607, -20.449329, -16.267681], [8.716993, -20.264116, -18.631762], [9.882525, -17.445503, -16.495526], [10.526065, -16.595233, -17.433839], [9.636414, -15.412982, -17.824537], [8.720957, -15.843988, -18.823834], [9.372096, -18.076939, -17.012404], [11.434725, -16.171977, -16.996886], [10.774378, -17.199981, -18.311334], [10.343829, -14.682823, -18.256488], [9.115484, -14.966428, -16.977784], [7.965911, -15.241039, -18.747033], [13.512967, -17.643839, -15.945658], [13.114215, -18.908479, -16.449076], [12.967812, -19.951066, -15.293357], [11.585459, -20.167515, -15.016717], [12.833963, -17.333186, -15.336006], [12.255312, -18.849831, -17.116251], [13.947583, -19.306802, -17.036738], [13.479300, -19.598317, -14.390352], [13.412802, -20.918040, -15.527058], [11.176765, -19.341231, -14.741134]], "forces_ev_per_angstrom": [[-0.39, -0.88, -0.36], [0.43, 0.96, 0.22], [0.46, -0.27, 0.07], [0.02, -0.28, -0.03], [-0.02, 0.30, -0.02], [-0.05, 0.05, 0.04], [0.08, 0.15, 0.19], [-0.10, -0.01, 0.02], [0.09, -0.15, 0.21], [-0.14, -0.34, -0.01], [-0.24, 0.18, -0.22], [0.02, 0.12, -0.16], [-0.14, 0.23, 0.02], [0.20, 0.07, 0.91], [-1.33, -0.03, -0.06], [0.11, -0.42, -0.11], [0.31, 0.18, -0.13], [-0.21, -0.16, 0.13], [-0.09, 0.22, -0.03], [0.09, 0.44, -0.10], [0.51, -0.29, 0.23], [0.38, -0.13, -0.54], [0.29, -0.13, -0.19], [-0.19, -0.05, -0.05], [-1.28, -0.07, 0.36], [0.03, -0.51, -0.19], [0.15, 1.07, 0.12], [0.10, -0.34, 0.26], [0.09, -0.01, 0.21], [1.03, 0.10, -0.01], [0.17, 0.19, -0.87], [-0.08, 0.41, 0.20], [-0.10, -0.06, -0.08], [-0.23, -0.46, 0.20], [0.17, -0.36, -0.30], [-0.08, 0.13, 0.09], [-0.73, 0.03, -1.58], [-0.35, -0.33, 0.38], [1.26, 0.99, 0.95], [0.48, -0.04, -1.04], [0.35, 0.10, 0.30], [-0.27, -0.06, 0.24], [0.10, -0.07, 0.57], [0.13, -0.06, 0.62], [-0.10, -0.34, -0.06], [-0.40, -0.13, -0.26], [-0.12, 0.02, -0.34], [-0.41, -0.11, 0.23], [0.24, -1.42, 0.21], [-1.21, 1.97, 0.96], [0.75, -0.57, -1.01], [0.10, -0.49, 0.08], [-0.12, 0.23, -0.41], [0.10, -0.06, -0.08], [0.19, 0.21, 0.09], [0.00, 0.16, -0.28], [-0.03, -0.28, 0.04], [0.12, 0.08, 0.05], [-0.09, 0.15, 0.30], [0.01, 0.04, -0.06], [-0.07, 0.13, -0.79], [-1.29, -1.02, -0.56], [-0.19, 0.93, 0.71], [0.41, 1.00, 0.43], [0.10, -0.05, 0.10], [0.14, -0.07, -0.10], [0.02, -0.05, 0.39], [0.65, -0.25, 0.63], [-0.02, -0.09, 0.05], [-0.11, -0.02, -0.50], [0.44, -0.25, -0.23], [-0.13, -0.02, -0.06], [0.29, 0.15, 0.33], [-0.79, 0.35, 0.40], [1.16, -0.50, -0.79], [-0.53, 0.07, 0.36], [-0.01, -0.38, -0.06], [0.01, -0.32, 0.12], [0.19, 0.38, -0.18], [-0.35, 0.23, 0.07], [0.15, -0.19, 0.14], [-0.08, 0.07, -0.28], [-0.09, 0.24, -0.14], [1.43, -1.25, 0.76], [-1.11, 0.83, -0.44], [0.06, -0.55, 0.30], [-0.03, 0.03, -0.10], [-0.31, -0.11, 0.33], [0.09, 0.56, -0.20], [0.13, 0.23, -0.19], [-0.25, -0.01, -0.27], [0.01, 0.07, -0.13]], "orbital_gap_ev": 9.79, "max_force_ev_per_a": 2.51, "smiles": "CC(C)O.CC(C)O.CC(C)O.CC(C)O.CC(C)O.CC(C)O.OCCO.OCCO", "charge": 0}



(5)
{"formula": "C3H5NO", "method": "ωB97M-V/def2-TZVPD", "elements": ["C", "O", "C", "C", "N", "H", "H", "H", "H", "H"], "xyz": [[-0.555086, -0.606829, -0.895634], [0.697872, 0.073144, -0.921525], [0.830320, 0.879439, 0.216588], [0.028860, 0.273867, 1.304107], [-0.593008, -0.293650, 2.096292], [-0.434569, -1.531143, -1.451763], [-1.335423, 0.033565, -1.332263], [-0.839609, -0.890089, 0.172773], [0.498247, 1.915003, 0.046044], [1.875468, 0.889711, 0.540339]], "forces_ev_per_angstrom": [[-0.59, -0.66, 0.21], [-0.23, -0.30, 0.35], [-0.01, 0.10, 0.40], [0.08, 0.19, 1.85], [0.73, 0.88, -0.20], [-0.05, 0.10, -0.31], [0.06, -0.25, 0.06], [0.10, 0.05, -2.25], [-0.01, -0.20, 0.04], [-0.08, 0.09, -0.14]], "orbital_gap_ev": 11.47, "max_force_ev_per_a": 2.26, "smiles": "COCC#N", "charge": 0}



(6)
{"formula": "C12H24AsF6O12Rb", "method": "ωB97M-V/def2-TZVPD", "elements": ["Rb", "As", "F", "F", "F", "F", "F", "F", "C", "O", "C", "O", "O", "C", "H", "H", "H", "H", "H", "H", "C", "O", "C", "O", "O", "C", "H", "H", "H", "H", "H", "H", "C", "O", "C", "O", "O", "C", "H", "H", "H", "H", "H", "H", "C", "O", "C", "O", "O", "C", "H", "H", "H", "H", "H", "H"], "xyz": [[1.302822, 0.061450, 0.377469], [3.246523, -1.506014, -3.300553], [1.956108, -0.514135, -2.422456], [2.060131, -1.869097, -4.667748], [4.496614, -2.385973, -4.327029], [4.405823, -1.148610, -2.052517], [2.775769, -3.021812, -2.495540], [3.655880, 0.064139, -4.071849], [-2.923465, 0.185612, 3.405435], [-2.710627, 1.484737, 2.939344], [-1.446681, 1.908416, 2.625844], [-0.474716, 1.200940, 2.385178], [-1.435316, 3.192563, 2.639676], [-0.315321, 4.038235, 2.405959], [-3.956540, -0.161940, 3.397604], [-2.534463, -0.090518, 4.385501], [-2.385607, -0.554231, 2.812598], [0.478554, 3.740959, 3.091140], [-0.377275, 5.077457, 2.728871], [0.137775, 3.898657, 1.424463], [0.092137, 1.867571, -4.018859], [-0.317711, 3.030678, -3.319044], [-0.096457, 3.039579, -1.928225], [0.179222, 2.135580, -1.136337], [-0.256718, 4.298529, -1.438563], [-0.753101, 5.379686, -2.245508], [-0.404218, 0.970463, -3.648820], [1.151467, 1.716451, -3.811274], [-0.220556, 1.989497, -5.055903], [-0.037382, 5.646075, -3.023256], [-0.962435, 6.178368, -1.533897], [-1.701953, 5.142753, -2.726802], [-2.897926, 0.033058, -2.894574], [-3.204360, -1.092703, -2.015819], [-2.373534, -1.290649, -0.918124], [-1.207470, -0.858540, -0.853654], [-2.897343, -1.967136, 0.123963], [-4.249817, -2.366908, 0.226032], [-3.708689, 0.761184, -2.918953], [-2.562206, -0.254225, -3.890999], [-2.130863, 0.671539, -2.456336], [-4.884122, -1.493747, 0.378854], [-4.316279, -3.100996, 1.029030], [-4.621854, -2.884728, -0.658017], [3.646768, -4.398860, 1.415628], [3.047932, -3.125862, 1.447334], [2.746256, -2.513825, 2.618233], [2.341330, -1.362065, 2.733816], [2.948081, -3.384296, 3.666670], [2.657975, -3.041118, 5.028673], [4.550063, -4.466481, 2.021918], [3.855700, -4.734152, 0.399739], [2.986970, -5.148190, 1.852973], [1.583629, -3.011252, 5.210325], [2.972295, -2.095186, 5.469721], [3.089184, -3.870928, 5.588665]], "forces_ev_per_angstrom": [[-0.02, -0.22, -0.28], [-0.40, -0.09, -2.77], [1.03, -1.35, -0.42], [1.23, 0.64, 2.02], [-1.52, 1.22, 1.68], [-0.52, -0.30, -0.21], [0.28, 1.47, -0.46], [-0.26, -1.42, 0.44], [0.97, -2.60, -0.18], [0.52, 1.22, 0.04], [1.18, -2.31, -0.04], [-1.37, 0.44, 0.37], [-1.63, 2.73, 0.14], [2.38, -1.23, 0.63], [-0.19, 0.98, -0.26], [0.06, 1.06, 0.48], [0.04, 0.14, -0.62], [0.17, -0.58, 0.09], [-1.48, -0.09, -0.55], [-0.60, 0.22, -0.23], [0.19, -1.18, 0.34], [0.09, 0.44, 3.28], [-0.26, 0.19, -0.08], [-0.53, 1.73, -2.67], [-0.10, -1.06, -0.33], [-0.24, -0.18, -0.13], [-0.04, 0.08, 0.18], [0.07, -0.09, -0.72], [0.53, 0.24, 0.09], [0.03, 0.15, 0.23], [0.39, 0.04, -0.17], [0.06, -0.31, 0.02], [0.72, 0.78, 0.87], [0.51, 0.08, 1.40], [2.09, 1.58, -0.69], [-3.31, -1.22, -0.12], [0.96, 0.34, -1.03], [-0.84, -0.23, -0.68], [-0.72, -0.79, -0.20], [-0.30, -0.44, 0.25], [0.47, -0.58, 0.17], [-0.02, -0.09, 0.27], [0.15, 0.43, 0.20], [0.27, 0.13, -0.24], [0.20, -1.74, 0.74], [-0.58, 1.97, 0.69], [0.01, -0.27, 1.01], [0.68, -2.11, -0.53], [0.10, 1.21, -0.98], [-0.77, -0.25, 0.46], [0.14, 0.42, -0.17], [-0.12, 0.76, -0.07], [-0.26, 0.07, -0.03], [-0.17, -0.36, -0.32], [0.79, 0.16, -0.87], [-0.06, 0.19, 0.02]], "orbital_gap_ev": 11.22, "max_force_ev_per_a": 3.53, "charge": 0}



Which value of charge does entry 6 give?
0



Which value of charge does entry 2 give?
0



What is the charge in the second record?
0